1.
{"formula": "C4H6O2", "method": "ωB97M-V/def2-TZVPD", "lumo_energy_ev": 0.9, "gap_ev": 10.72, "e_above_lowest_ev": 1.919, "smiles": "CC(=O)[C@H]1CO1", "energy_ha": -306.435764, "species": ["C", "C", "O", "C", "C", "O", "H", "H", "H", "H", "H", "H"], "positions_angstrom": [[1.23, -0.87, 0.04], [-0.05, -0.79, 0.80], [-0.23, -1.35, 1.85], [-1.17, -0.11, 0.08], [-0.95, 1.30, -0.26], [-0.97, 0.30, -1.26], [1.31, -0.23, -0.84], [2.10, -0.79, 0.69], [0.98, -1.88, -0.33], [-2.15, -0.49, 0.33], [0.03, 1.75, -0.09], [-1.80, 1.98, -0.23]], "mulliken_charge": [-0.91, 0.41, -0.57, 0.04, -0.37, -0.41, 0.35, 0.30, 0.26, 0.41, 0.23, 0.27]}

***

2.
{"formula": "C4H6O2", "method": "ωB97M-V/def2-TZVPD", "lumo_energy_ev": 0.7, "gap_ev": 10.69, "e_above_lowest_ev": 1.115, "smiles": "CC(C=O)C=O", "energy_ha": -306.465321, "species": ["C", "C", "C", "O", "C", "O", "H", "H", "H", "H", "H", "H"], "positions_angstrom": [[-1.27, -0.37, -0.29], [0.24, -0.12, -0.29], [0.56, 1.36, -0.29], [1.26, 1.91, 0.53], [0.95, -0.80, 0.87], [0.39, -1.51, 1.67], [-1.55, -1.16, -0.98], [-1.57, -0.67, 0.72], [-1.83, 0.53, -0.56], [0.69, -0.52, -1.22], [0.08, 1.94, -1.11], [2.04, -0.61, 0.95]], "mulliken_charge": [-1.17, 0.40, -0.13, -0.47, -0.08, -0.48, 0.30, 0.33, 0.33, 0.29, 0.35, 0.33]}

***

3.
{"formula": "C4H6O2", "method": "ωB97M-V/def2-TZVPD", "lumo_energy_ev": [0.3, -0.1], "gap_ev": [8.55, 7.78], "e_above_lowest_ev": 7.212, "energy_ha": -306.241264, "species": ["C", "O", "C", "C", "O", "C", "H", "H", "H", "H", "H", "H"], "positions_angstrom": [[1.64, 0.06, -0.13], [1.34, -0.38, 1.19], [0.26, -0.09, 0.32], [-0.88, 0.85, 0.64], [-1.74, -0.23, 0.47], [-0.84, -1.04, -0.01], [2.08, -0.68, -0.79], [2.06, 1.07, -0.19], [-0.98, 0.96, -1.37], [-1.04, 1.43, 1.54], [-1.07, -1.97, -0.52], [-0.93, 0.31, -1.78]], "mulliken_charge": [-0.46, -0.47, 1.01, -0.55, -0.26, -0.42, 0.22, 0.23, 0.05, 0.26, 0.36, 0.01]}

***

4.
{"formula": "C4H6O2", "method": "ωB97M-V/def2-TZVPD", "lumo_energy_ev": 0.7, "gap_ev": 11.17, "e_above_lowest_ev": 5.489, "smiles": "C#CC(=O)O.C", "energy_ha": -306.304590, "species": ["C", "C", "O", "O", "H", "H", "H", "H", "C", "C", "H", "H"], "positions_angstrom": [[-0.22, -0.44, -1.59], [0.78, 0.54, 0.11], [0.24, 1.77, -0.08], [1.96, 0.29, 0.14], [0.09, 2.21, 0.77], [0.32, 0.32, -2.15], [-1.26, -0.38, -1.93], [0.24, -1.42, -1.71], [-0.16, -0.26, 1.33], [-0.57, -0.79, 2.33], [-0.97, -1.37, 3.13], [-0.45, -0.47, -0.36]], "mulliken_charge": [-1.17, 0.67, -0.46, -0.48, 0.37, 0.32, 0.36, 0.37, -0.85, 0.16, 0.44, 0.28]}

***

5.
{"formula": "C4H6O2", "method": "ωB97M-V/def2-TZVPD", "lumo_energy_ev": [0.1, 0.1], "gap_ev": [8.03, 8.03], "e_above_lowest_ev": 5.619, "energy_ha": -306.299804, "species": ["O", "C", "C", "C", "C", "O", "H", "H", "H", "H", "H", "H"], "positions_angstrom": [[0.28, 1.15, -1.19], [0.31, -0.07, -0.55], [-0.88, -1.11, -0.50], [-0.44, -0.41, 0.70], [1.46, -0.82, -0.64], [2.39, -1.51, -0.60], [-0.04, 1.77, -0.52], [-0.69, -2.16, -0.74], [-1.71, -0.69, -1.08], [0.08, -0.96, 1.48], [-0.46, 2.05, 1.74], [-0.30, 2.76, 1.90]], "mulliken_charge": [-0.56, 0.58, -0.48, -0.53, 0.32, -0.29, 0.34, 0.26, 0.21, 0.14, -0.22, 0.22]}

***

6.
{"formula": "C4H6O2", "method": "ωB97M-V/def2-TZVPD", "lumo_energy_ev": 0.7, "gap_ev": 10.53, "e_above_lowest_ev": 3.642, "smiles": "O=C1CC(O)C1", "energy_ha": -306.372462, "species": ["O", "C", "C", "C", "O", "C", "H", "H", "H", "H", "H", "H"], "positions_angstrom": [[1.34, -1.21, 0.77], [0.52, -0.63, -0.22], [-0.95, -0.65, 0.29], [-0.94, 0.86, 0.10], [-1.73, 1.70, -0.31], [0.47, 0.97, -0.27], [2.27, -1.05, 0.56], [0.66, -1.12, -1.18], [-0.99, -0.95, 1.34], [-1.70, -1.19, -0.30], [-0.21, 1.72, -0.97], [1.27, 1.56, 0.19]], "mulliken_charge": [-0.54, 0.42, -0.83, 0.73, -0.60, -0.85, 0.31, 0.28, 0.26, 0.27, 0.26, 0.28]}